1.
C3H11NO2 | ωB97M-V/def2-TZVPD

Each line ends with the natural charge from an NBO analysis.
Positions of all 17 atoms, in Å:
O: -4.41474 -0.73770 -2.46120  -0.93
O: -1.38614 -0.44607 1.72880  -0.72
N: 3.18887 -0.03775 0.14722  -0.84
C: 0.75394 -0.39866 0.49817  -0.43
C: 1.85494 0.61052 0.09236  -0.22
C: -0.51518 0.36137 0.94193  -0.05
H: -5.09282 -0.69265 -3.16311  0.47
H: -0.97453 0.79092 0.04887  0.16
H: 1.12391 -0.96768 1.34770  0.20
H: -3.76503 -0.10279 -2.71827  0.46
H: -0.12344 1.16282 1.58197  0.15
H: 1.89409 1.40983 0.84508  0.17
H: 3.66222 -0.06994 -0.74276  0.36
H: -1.42883 -0.03809 2.58215  0.47
H: 3.08130 -0.98300 0.46315  0.35
H: 0.48036 -1.01487 -0.35979  0.20
H: 1.66110 1.15374 -0.83226  0.19

Cartesian forces, eV/Å:
-1.2 -0.6 -0.3
0.0 -0.1 -1.1
-0.3 0.5 -0.4
-0.6 1.3 -0.5
0.5 -0.3 1.1
1.4 -0.1 0.6
0.5 -0.1 0.6
-0.5 0.0 0.2
0.0 -0.3 -0.1
0.7 0.7 -0.2
-0.4 0.2 -0.2
-0.2 -0.1 0.0
-0.1 0.0 -0.1
-0.2 0.2 0.6
0.1 -0.4 0.1
0.3 -0.4 0.2
0.0 -0.4 -0.3

Frontier orbital gap   9.99 eV
HOMO energy   -9.189 eV
SMILES string   NCCCO.O

2.
C5H15O2PSi | ωB97M-V/def2-TZVPD

Each line ends with the natural charge from an NBO analysis.
Positions of all 24 atoms, in Å:
P: 0.92120 0.46116 0.38601  1.33
Si: -1.25584 0.17062 0.12714  1.31
O: 1.17634 1.86751 0.01251  -1.00
O: 1.33183 -0.64357 -0.96605  -0.83
C: -1.54673 1.62599 -1.13614  -1.07
C: -1.85538 0.45112 1.86073  -1.14
C: 2.39341 -0.71606 2.50477  -0.50
C: -1.62270 -1.41342 -0.80281  -1.11
C: 2.29925 -0.37033 -1.96652  -0.25
H: -2.56613 1.23950 1.84461  0.25
H: -2.55838 1.49330 -1.69389  0.23
H: 2.45601 -0.08483 3.28411  0.17
H: 1.53231 -1.43187 2.45282  0.16
H: 2.57125 0.67355 -1.87330  0.20
H: -0.90539 -1.56013 -1.62165  0.27
H: 3.04918 -1.10719 -2.13859  0.19
H: 3.02150 -0.86683 1.70217  0.17
H: -1.31103 -2.25390 -0.19870  0.24
H: -2.59438 -0.36489 2.10461  0.25
H: -1.50657 2.65223 -0.64342  0.25
H: 1.60443 -0.47768 -2.92948  0.17
H: -1.23590 0.58003 2.70572  0.26
H: -2.58061 -1.64676 -1.15807  0.24
H: -0.81764 1.72247 -1.85659  0.24

Cartesian forces, eV/Å:
1.4 -1.9 -2.9
-0.8 1.0 -1.8
0.4 1.1 0.0
0.0 0.5 2.6
-3.3 0.5 2.0
-2.5 -1.8 -0.6
-2.3 -3.8 -0.6
2.0 -0.5 0.6
-3.9 0.7 -2.4
-0.4 1.3 -0.1
1.5 0.3 1.1
0.5 2.1 2.3
0.8 0.9 0.4
0.8 0.0 -0.3
-0.2 0.7 -0.1
0.9 -0.4 0.7
1.7 0.3 -1.3
-0.1 -0.4 0.7
0.9 0.2 -0.1
-0.4 -1.3 -0.3
1.7 0.6 1.4
1.1 0.1 0.6
-1.6 0.1 -0.4
1.8 -0.4 -1.7

Frontier orbital gap (spin up / spin down)   7.58 / 8.39 eV
HOMO energy (spin up / spin down)   -6.839 / -9.946 eV
Spin multiplicity   3

3.
C47H44N4OSiTeYb | ωB97M-V/def2-TZVPD

Each line ends with the Mulliken spin population.
Positions of all 99 atoms, in Å:
Yb: -0.31797 -1.56096 0.83157  1.02
Te: 2.89992 -0.92342 -3.58243  0.00
Si: -0.99823 2.01371 1.57203  0.00
O: -0.81242 0.36267 1.58689  -0.01
N: 4.57498 -2.92925 1.68513  0.00
N: 1.85820 -2.16700 1.46461  0.00
N: 4.71644 -1.94226 3.74905  0.00
N: -2.04830 -3.03184 1.72334  0.00
C: 0.85182 4.30866 1.46673  0.00
C: 3.94680 -2.27106 2.65587  0.00
C: -2.81536 -3.27822 -0.54393  0.00
C: 0.50606 0.03105 -7.18467  0.00
C: -3.24233 -5.36224 2.62441  0.00
C: 6.53718 2.33215 -3.64782  0.00
C: -1.26468 -4.25658 5.61465  0.00
C: -2.18902 3.98667 -0.26512  0.00
C: -3.95144 -3.59175 -1.29599  0.00
C: -2.70901 4.38664 -1.47742  0.00
C: -1.70586 2.69478 -0.02410  0.00
C: 0.81017 2.76464 1.64229  0.00
C: -1.98662 -3.33225 3.06177  0.00
C: -2.04131 2.17918 4.21260  0.00
C: -2.11581 -5.01116 4.83263  0.00
C: -0.38182 1.33029 -5.35823  0.00
C: 3.82559 -3.18673 0.60084  0.00
C: 5.23800 2.83350 -3.80738  0.00
C: -3.34965 -5.01909 1.29499  0.00
C: -3.44819 3.05240 2.43263  0.00
C: -4.00522 -3.32153 -2.63906  0.00
C: 1.53061 -0.43709 -6.40334  0.00
C: 0.54380 0.78855 -4.50297  0.00
C: -1.29964 -2.47798 3.95778  0.00
C: -2.65356 3.50728 -2.58438  0.00
C: 1.51558 -0.13809 -4.98469  0.00
C: -3.12015 2.28341 5.12449  0.00
C: -2.20603 2.16396 -2.39941  0.00
C: -0.80876 -2.99431 5.10886  0.00
C: -2.48425 -4.61322 3.48567  0.00
C: 6.77507 0.98419 -3.66127  0.00
C: 2.50576 -2.77026 0.40455  0.00
C: 2.57625 -1.80780 2.51470  0.00
C: -4.32938 2.91781 4.68718  0.00
C: -4.44947 3.26421 3.31567  0.00
C: -1.69148 1.79474 -1.13654  0.00
C: -2.21696 2.50367 2.87205  0.00
C: -0.44670 0.91994 -6.66902  0.00
C: -2.73109 -3.78034 0.86581  0.00
C: 5.69113 0.05934 -3.74097  0.00
C: 4.17002 1.94390 -3.86459  0.00
C: 1.41038 2.37423 2.99869  0.00
C: 4.36938 0.57276 -3.80118  0.00
C: -1.81575 -2.33879 -2.50405  0.00
C: -1.74520 -2.55782 -1.13522  0.00
C: 1.61840 2.10218 0.51486  0.00
C: -2.84947 -2.83860 -3.25812  0.00
H: -1.10663 1.70536 4.60639  0.00
H: -5.16328 2.98977 5.36304  0.00
H: 2.69520 2.27208 0.71707  0.00
H: -3.76320 -6.21333 2.99962  0.00
H: -1.34087 0.73990 -0.93332  0.00
H: -0.96875 -1.77633 -2.97145  0.00
H: 0.88820 2.79712 3.86164  0.00
H: 2.39283 2.83690 3.06576  0.00
H: -4.76783 -4.10754 -0.82191  0.00
H: 4.42060 -3.66640 -0.21315  0.00
H: -2.57393 -5.91981 5.21690  0.00
H: -2.19304 4.66562 0.60523  0.00
H: 7.41279 3.03318 -3.59809  0.00
H: 1.52784 1.27811 3.16615  0.00
H: 3.14892 2.31784 -3.86699  0.00
H: -0.13636 -2.34094 5.71462  0.00
H: 0.40187 4.85838 2.27761  0.00
H: 5.59495 -2.47301 3.75602  0.00
H: -3.68695 3.15414 1.37819  0.00
H: -2.85329 3.90640 -3.56847  0.00
H: 5.04941 3.84955 -3.99820  0.00
H: 0.54706 0.99908 -3.45918  0.00
H: 2.00375 -2.69155 -0.56145  0.00
H: -3.13479 1.88355 6.14308  0.00
H: 1.50502 1.04894 0.36674  0.00
H: 4.24054 -1.93037 4.67116  0.00
H: 0.39697 -0.31987 -8.20782  0.00
H: -1.20404 1.32666 -7.35757  0.00
H: 2.32351 -1.04297 -6.79140  0.00
H: -0.93801 2.17311 -4.98060  0.00
H: -1.04281 -1.45287 3.57695  0.00
H: -1.04027 -4.64219 6.59553  0.00
H: 2.02893 -1.30126 3.37303  0.00
H: 5.89916 -0.98927 -3.71400  0.00
H: -5.40898 3.71155 3.04942  0.00
H: -2.30268 1.39125 -3.16986  0.00
H: 0.37598 4.58173 0.49131  0.00
H: 1.89296 4.60162 1.37513  0.00
H: -2.77261 -2.84604 -4.36626  0.00
H: -4.84250 -3.68402 -3.19770  0.00
H: -3.12733 5.39275 -1.58100  0.00
H: 1.32452 2.50163 -0.45879  0.00
H: -3.69699 -5.67168 0.55836  0.00
H: 7.75377 0.53634 -3.54215  0.00

Cartesian forces, eV/Å:
-2.7 1.0 -0.1
-0.4 0.3 -0.5
1.1 0.6 -0.3
0.5 -1.4 -0.9
-1.7 -0.1 -0.1
1.1 0.5 -1.1
-0.6 -0.7 0.7
0.3 1.2 0.4
-0.2 -1.0 -1.3
-0.2 0.9 0.4
0.3 -0.3 -0.2
-0.7 0.1 -0.3
-0.7 -0.4 -1.8
0.8 1.6 -0.5
-0.6 -0.1 -1.3
0.0 0.0 1.4
0.2 -0.2 0.8
0.4 -0.3 -1.1
0.4 -1.4 -2.0
-1.3 -0.7 0.5
-0.3 -1.8 -0.7
-0.4 -0.8 1.5
-0.5 0.5 -0.6
0.0 0.8 0.0
0.9 0.2 -1.5
0.3 -1.8 -0.2
1.5 2.1 1.0
0.8 -1.0 -0.3
1.1 -0.6 -0.4
0.1 0.2 2.8
1.7 -2.0 -0.6
0.8 0.4 -1.7
0.6 -0.7 1.0
-0.9 0.8 -1.2
-1.4 1.1 -0.9
0.0 0.8 0.8
0.2 0.5 1.9
1.7 2.4 2.6
-1.2 -2.0 0.4
0.4 0.5 1.3
-0.1 -0.9 1.7
2.1 -1.2 -0.9
-1.6 0.6 2.6
-0.6 0.1 0.5
-0.1 0.3 -0.2
-0.1 0.0 -1.0
-0.3 -0.5 -0.2
-0.1 2.3 0.1
-0.4 0.1 0.4
0.4 0.0 0.3
1.7 -1.1 0.3
1.5 0.6 0.0
0.7 0.5 2.2
0.5 1.2 0.0
-0.9 0.2 -1.5
-0.8 0.5 -0.6
-0.2 0.2 0.1
-0.4 0.1 -0.4
0.0 -0.8 0.1
-0.5 1.1 -0.6
-0.9 -0.7 0.1
-0.3 -0.1 -0.2
0.5 -0.2 0.0
-0.3 0.0 0.1
-0.9 0.3 0.6
0.3 0.0 0.0
-0.1 -0.1 -0.7
-1.0 -0.7 0.0
-0.2 0.6 -0.3
0.1 0.1 -0.3
-0.7 -0.7 -0.3
-0.3 0.1 0.3
-0.5 0.4 0.1
0.3 0.2 0.2
-0.5 -0.3 -0.1
-0.1 1.2 0.2
-0.1 0.4 0.6
0.1 -0.8 0.1
0.5 0.2 -0.4
-0.2 -1.1 0.4
0.6 0.2 -1.1
0.2 0.2 0.1
0.4 -0.2 0.5
0.2 -0.4 -0.2
-0.6 -0.1 -0.1
-0.2 -0.8 0.6
0.4 0.3 0.1
0.9 -0.6 -1.2
0.0 -0.5 -0.1
0.3 -0.2 -0.4
0.2 0.6 0.1
0.2 -0.1 0.9
0.3 0.2 0.1
-0.2 0.3 0.9
-0.3 0.1 -0.4
0.3 -0.4 -0.1
0.3 0.3 0.0
-1.0 -0.8 -0.8
0.2 0.4 -0.1

Frontier orbital gap (spin up / spin down)   6.26 / 6.20 eV
HOMO energy (spin up / spin down)   -9.966 / -9.966 eV
Charge   +1
Spin multiplicity   2

4.
C23H39MoO2Si | ωB97M-V/def2-TZVPD

Each line ends with the natural charge from an NBO analysis.
Positions of all 66 atoms, in Å:
Mo: -1.10382 -0.82225 0.82306  1.01
Si: -4.09456 0.93063 0.50352  1.65
O: 2.53892 1.84176 -0.15640  -0.54
O: 3.26650 -0.04086 -1.57658  -0.54
C: -4.50622 2.51778 1.43373  -1.11
C: 2.73168 4.02688 -1.28103  -0.43
C: -2.19925 0.90833 0.31602  -1.20
C: 2.31910 -1.82374 -0.21074  -0.62
C: -0.19035 -0.31373 2.76111  -0.27
C: 4.08187 -1.98191 -1.95633  -0.45
C: -2.26833 -3.06677 0.00989  -0.17
C: -4.95495 0.99603 -1.17876  -1.11
C: 3.95599 2.20871 -0.28611  -0.08
C: 4.61390 -0.85574 0.31420  -0.64
C: 1.79651 2.95274 -0.69653  -0.07
C: -0.98248 -1.71549 -1.42516  -0.38
C: -1.01283 -2.46114 2.45798  -0.21
C: -1.61966 -0.28119 2.93532  -0.26
C: -4.97127 -0.46193 1.44788  -1.12
C: -2.38771 -1.52509 -1.71152  -0.11
C: -2.12448 -1.60277 2.71563  -0.19
C: 0.18477 -1.67849 2.49303  -0.27
C: 3.68047 -0.73074 -2.74565  -0.06
C: 4.15427 3.53841 -1.01891  -0.44
C: -0.89745 -2.72466 -0.36566  -0.38
C: 3.58354 -1.17324 -0.72138  0.27
C: -3.15765 -2.34554 -0.84248  -0.26
H: -1.87340 1.06769 -0.72566  0.26
H: 1.62032 -1.95989 -1.04513  0.21
H: 4.43664 2.21114 0.70394  0.17
H: 4.76337 4.24322 -0.43890  0.22
H: -4.74034 0.10802 -1.78920  0.22
H: -4.74426 -1.46603 1.07200  0.22
H: 1.18750 -2.09307 2.46472  0.28
H: 2.56367 4.99677 -0.80554  0.22
H: 5.14317 -2.20143 -1.97648  0.22
H: 4.49713 1.44011 -0.84932  0.20
H: 1.07164 2.59105 -1.43560  0.17
H: -4.74724 -0.43676 2.52047  0.22
H: -4.23076 -2.49686 -0.89575  0.25
H: 1.23428 3.39727 0.13202  0.16
H: 4.64730 3.38779 -1.98529  0.21
H: -1.09358 -3.53928 2.30689  0.26
H: -0.13526 -1.33289 -1.99395  0.27
H: 4.18788 -0.27424 1.13251  0.22
H: 3.49350 -2.87704 -2.11254  0.20
H: -4.64017 1.89019 -1.73627  0.25
H: 4.98743 -1.80443 0.70934  0.22
H: 4.52317 -0.23043 -3.23422  0.18
H: -2.23378 0.56569 3.22046  0.28
H: -3.14819 -1.93471 2.83894  0.27
H: 2.56039 4.14739 -2.35417  0.21
H: -1.72035 1.71957 0.89781  0.26
H: 2.81750 -0.84359 -3.40760  0.17
H: -5.57651 2.58503 1.68492  0.25
H: 5.45078 -0.30617 -0.11261  0.23
H: -4.24481 3.37966 0.80236  0.25
H: -6.04639 1.05448 -1.03837  0.25
H: 0.48718 0.53053 2.84781  0.29
H: 0.01645 -3.21052 -0.02746  0.27
H: -6.05702 -0.31347 1.33971  0.26
H: -2.79812 -0.95384 -2.53717  0.25
H: 2.58656 -2.81199 0.19391  0.21
H: -2.56538 -3.88530 0.66537  0.25
H: 1.81088 -1.23503 0.56230  0.19
H: -3.92769 2.57540 2.36758  0.23

Cartesian forces, eV/Å:
-2.2 -2.1 -2.4
-0.8 0.6 -0.1
1.4 2.0 -0.5
-0.2 -0.5 0.0
0.0 -0.1 -0.1
-0.2 0.2 -0.1
0.5 0.5 0.3
-0.1 0.0 0.3
-0.3 -0.1 0.5
0.0 0.5 0.3
0.1 0.4 -1.7
0.3 0.0 0.0
0.8 -0.7 0.4
0.0 -0.3 0.5
-0.4 0.1 0.6
-0.9 -0.9 0.3
0.6 0.4 0.8
0.2 -0.3 0.5
0.3 -0.1 0.0
1.5 -0.5 0.7
0.8 0.4 0.5
-0.7 -0.3 0.8
0.0 -0.4 -0.3
-0.3 -0.1 -0.1
-0.6 0.9 -0.5
-0.1 -0.3 -1.1
1.2 -0.6 0.6
-0.2 0.0 0.2
0.3 0.0 0.2
-0.5 0.2 0.0
-0.3 -0.2 -0.1
-0.1 0.2 0.1
-0.1 0.2 0.1
-0.2 0.3 -0.3
-0.1 -0.2 -0.1
0.1 -0.1 0.1
-0.6 0.2 0.2
0.2 -0.1 0.0
-0.1 0.0 -0.1
0.2 0.2 0.1
-0.2 -0.1 0.0
0.1 -0.1 0.3
0.2 0.5 0.0
-0.4 0.0 0.1
0.1 0.1 0.0
0.1 -0.2 -0.3
-0.1 -0.3 0.1
0.1 0.1 0.1
-0.3 0.0 -0.2
0.2 -0.1 -0.2
0.1 0.2 -0.3
0.0 0.0 0.2
-0.5 -0.1 -0.1
0.3 0.0 -0.3
0.3 0.0 -0.1
0.0 -0.1 0.0
0.0 -0.1 0.3
0.4 0.0 0.0
-0.1 -0.2 0.0
-0.4 0.0 -0.3
0.3 0.1 0.0
0.2 0.2 0.3
-0.2 0.2 0.0
0.1 0.5 0.0
0.2 0.1 -0.1
-0.2 0.1 -0.2

Frontier orbital gap (spin up / spin down)   6.82 / 6.84 eV
HOMO energy (spin up / spin down)   -11.229 / -11.231 eV
Charge   +1
Spin multiplicity   3